C16H44FLiN4O4 | ωB97M-V/def2-TZVPD

```
70
C16H44FLiN4O4 | the Open Molecules 2025 dataset | ωB97M-V/def2-TZVPD
Li -1.622 -2.126 1.216
F -0.199 -0.835 0.852
C 1.548 -1.994 -3.707
C 1.132 -2.051 -2.246
C 2.298 -1.881 -1.289
O 3.443 -2.658 -1.648
C 3.296 -4.029 -1.375
N 0.073 -1.066 -2.009
H 0.716 -1.941 -4.406
H 2.204 -2.827 -3.965
H 2.156 -1.095 -3.874
H 0.752 -3.079 -2.175
H 2.065 -2.146 -0.250
H 2.655 -0.856 -1.159
H 2.732 -4.250 -0.460
H 4.279 -4.491 -1.327
H 2.706 -4.501 -2.174
H 0.017 -0.966 -0.979
H 0.413 -0.126 -2.216
C -3.539 -0.337 -1.091
C -3.498 -1.815 -1.445
C -3.393 -2.123 -2.935
O -4.481 -1.545 -3.633
C -4.260 -1.588 -5.038
N -2.289 -2.378 -0.780
H -4.513 0.078 -1.352
H -2.756 0.190 -1.637
H -3.403 -0.213 -0.018
H -4.398 -2.296 -1.054
H -3.523 -3.213 -3.042
H -2.373 -1.905 -3.269
H -4.995 -0.926 -5.500
H -4.500 -2.610 -5.355
H -3.283 -1.249 -5.384
H -1.483 -1.968 -1.272
H -2.229 -3.377 -0.984
C 3.382 -0.199 2.000
C 2.741 0.426 3.225
C 3.230 1.839 3.601
O 4.487 1.681 4.215
C 5.309 2.792 4.339
N 1.279 0.572 3.020
H 2.885 0.169 1.103
H 3.321 -1.292 2.000
H 4.465 -0.046 1.925
H 2.811 -0.153 4.147
H 2.538 2.266 4.340
H 3.180 2.532 2.749
H 5.473 3.280 3.368
H 6.267 2.529 4.783
H 4.892 3.592 4.973
H 1.117 1.322 2.334
H 0.973 -0.163 2.373
C -1.599 3.109 -0.482
C -0.796 3.172 0.848
C -1.676 2.741 2.005
O -2.879 3.479 2.068
C -3.665 3.153 3.191
N 0.383 2.321 0.747
H -1.066 3.558 -1.325
H -2.558 3.629 -0.430
H -1.720 2.050 -0.730
H -0.571 4.239 0.953
H -1.096 2.836 2.928
H -1.938 1.686 1.831
H -4.459 2.466 2.876
H -4.141 4.061 3.558
H -3.120 2.684 4.013
H 0.723 2.517 -0.194
H 0.081 1.345 0.628
```

Summary:
- 2S+1: 1
- DFT total energy: -1263.36190 Ha
- LUMO level: -0.6 eV

natural (NBO) analysis output, partial charges in e: 0.96, -0.94, -0.61, -0.09, -0.09, -0.54, -0.25, -0.89, 0.21, 0.22, 0.20, 0.17, 0.19, 0.19, 0.16, 0.19, 0.15, 0.41, 0.36, -0.61, -0.06, -0.08, -0.54, -0.25, -0.95, 0.23, 0.22, 0.20, 0.19, 0.15, 0.19, 0.19, 0.17, 0.18, 0.42, 0.36, -0.63, -0.07, -0.06, -0.55, -0.24, -0.89, 0.21, 0.21, 0.21, 0.19, 0.17, 0.17, 0.16, 0.19, 0.15, 0.37, 0.38, -0.63, -0.06, -0.06, -0.55, -0.25, -0.85, 0.20, 0.23, 0.19, 0.19, 0.19, 0.16, 0.16, 0.19, 0.18, 0.35, 0.39

***

C16H44N4O4 | ωB97M-V/def2-TZVPD

```
68
C16H44N4O4 | the Open Molecules 2025 dataset | ωB97M-V/def2-TZVPD
C -7.621 0.349 0.638
C -7.441 -0.653 -0.464
C -6.546 -1.804 -0.016
O -6.422 -2.759 -1.044
C -5.822 -3.972 -0.569
N -8.794 -1.203 -0.797
H -8.129 1.267 0.340
H -6.662 0.754 0.996
H -8.134 -0.086 1.497
H -7.048 -0.124 -1.337
H -7.018 -2.270 0.862
H -5.611 -1.415 0.409
H -4.832 -3.771 -0.159
H -5.738 -4.541 -1.493
H -6.484 -4.470 0.141
H -8.746 -2.217 -0.690
H -8.853 -1.185 -1.817
C 3.414 -2.089 -2.367
C 4.420 -1.062 -1.858
C 5.688 -1.097 -2.704
O 6.512 0.027 -2.504
C 7.580 0.085 -3.403
N 3.820 0.291 -2.029
H 2.487 -1.919 -1.825
H 3.762 -3.089 -2.097
H 3.204 -1.940 -3.423
H 4.732 -1.181 -0.810
H 5.341 -1.061 -3.751
H 6.205 -2.058 -2.587
H 8.463 0.461 -2.888
H 7.370 0.543 -4.372
H 7.955 -0.909 -3.704
H 3.324 0.558 -1.169
H 4.633 0.909 -2.006
C 1.067 -1.220 0.674
C 0.717 -0.123 -0.342
C -0.752 0.288 -0.300
O -1.565 -0.824 -0.684
C -2.912 -0.465 -0.760
N 1.545 1.085 -0.037
H 0.895 -0.915 1.709
H 2.095 -1.555 0.579
H 0.321 -1.998 0.489
H 0.812 -0.531 -1.348
H -0.962 1.073 -1.039
H -1.072 0.698 0.665
H -3.503 -1.373 -0.893
H -3.179 0.219 -1.573
H -3.343 -0.012 0.144
H 1.343 1.386 0.923
H 1.059 1.745 -0.649
C 3.296 1.188 3.798
C 3.264 2.395 2.850
C 1.978 3.194 2.861
O 0.897 2.355 2.518
C -0.268 3.111 2.303
N 4.484 3.194 3.048
H 4.271 0.744 3.970
H 2.669 0.374 3.411
H 2.735 1.408 4.712
H 3.384 1.942 1.858
H 2.083 4.039 2.165
H 1.830 3.735 3.806
H -0.426 3.470 1.282
H -0.449 3.881 3.059
H -1.123 2.443 2.476
H 5.335 2.681 2.887
H 4.464 4.000 2.435
```

Summary:
- SMILES: COC[C@H](C)N.COC[C@H](C)N.COC[C@H](C)N.COC[C@H](C)N
- 2S+1: 1
- DFT total energy: -1155.87251 Ha
- LUMO level: 0.6 eV

natural (NBO) analysis output, partial charges in e: -0.61, -0.08, -0.08, -0.54, -0.25, -0.83, 0.22, 0.20, 0.21, 0.19, 0.16, 0.17, 0.17, 0.20, 0.17, 0.35, 0.35, -0.61, -0.07, -0.06, -0.55, -0.25, -0.87, 0.21, 0.20, 0.22, 0.17, 0.16, 0.17, 0.19, 0.17, 0.16, 0.39, 0.36, -0.63, -0.07, -0.07, -0.54, -0.25, -0.86, 0.20, 0.22, 0.22, 0.20, 0.16, 0.16, 0.19, 0.17, 0.16, 0.39, 0.35, -0.62, -0.08, -0.06, -0.55, -0.26, -0.84, 0.22, 0.21, 0.21, 0.18, 0.17, 0.18, 0.18, 0.18, 0.19, 0.37, 0.35

***

C16H45NO11P | ωB97M-V/def2-TZVPD

```
74
C16H45NO11P | the Open Molecules 2025 dataset | ωB97M-V/def2-TZVPD
N -3.889 2.734 -1.204
P -2.991 2.020 -2.636
O -2.247 3.129 -3.163
O -2.183 0.807 -2.063
O -4.113 1.494 -3.588
H -3.184 3.021 -0.511
H -4.333 3.599 -1.528
H -4.562 2.135 -0.721
H -2.462 0.528 -1.178
H -4.677 0.801 -3.212
C -1.957 8.180 -2.130
O -1.086 8.234 -1.015
C -1.737 8.082 0.233
C -1.555 6.689 0.789
O -2.201 5.703 -0.019
C -1.297 5.017 -0.873
H -1.340 8.087 -3.021
H -2.632 7.321 -2.074
H -2.548 9.098 -2.205
H -2.801 8.324 0.149
H -1.284 8.793 0.929
H -2.003 6.640 1.785
H -0.491 6.459 0.885
H -0.698 4.304 -0.288
H -0.636 5.698 -1.409
H -1.882 4.460 -1.595
C -0.998 -2.451 -1.884
O -1.501 -2.790 -0.604
C -1.217 -4.134 -0.224
C -0.044 -4.219 0.723
O 1.165 -3.819 0.098
C 1.584 -2.509 0.437
H -1.061 -1.368 -1.970
H 0.044 -2.748 -2.011
H -1.603 -2.909 -2.674
H -1.029 -4.748 -1.108
H -2.107 -4.526 0.277
H 0.077 -5.263 1.029
H -0.229 -3.622 1.621
H 1.977 -2.480 1.458
H 0.767 -1.788 0.346
H 2.380 -2.232 -0.252
C 1.696 2.122 5.225
O 1.920 3.362 4.576
C 2.416 3.235 3.256
C 1.329 3.454 2.230
O 0.332 2.436 2.282
C -0.833 2.843 2.971
H 1.121 2.326 6.126
H 1.134 1.430 4.592
H 2.645 1.659 5.512
H 2.884 2.257 3.110
H 3.184 4.001 3.118
H 1.772 3.424 1.230
H 0.875 4.440 2.370
H -1.418 3.534 2.347
H -0.599 3.325 3.922
H -1.435 1.955 3.169
C 3.239 -8.779 -3.044
O 3.994 -7.873 -2.262
C 3.311 -6.665 -1.972
C 2.739 -6.651 -0.574
O 1.707 -7.618 -0.414
C 2.135 -8.800 0.238
H 3.755 -9.737 -3.022
H 2.229 -8.910 -2.649
H 3.179 -8.437 -4.084
H 2.516 -6.489 -2.705
H 4.039 -5.852 -2.060
H 2.290 -5.673 -0.383
H 3.535 -6.814 0.160
H 2.284 -8.620 1.308
H 3.062 -9.185 -0.192
H 1.352 -9.546 0.114
```

Summary:
- 2S+1: 1
- DFT total energy: -1860.01704 Ha
- Net charge: +1
- LUMO level: -4.4 eV

Mulliken analysis output, partial charges in e: -0.35, 0.80, -0.53, -0.24, -0.43, 0.19, 0.39, 0.41, 0.36, 0.36, -0.66, -0.38, -0.76, -0.36, -0.32, -0.47, 0.25, 0.24, 0.33, 0.35, 0.41, 0.43, 0.26, 0.22, 0.45, 0.01, -0.54, -0.32, -0.67, -0.42, -0.31, -0.85, 0.12, 0.27, 0.34, 0.34, 0.36, 0.39, 0.36, 0.33, 0.28, 0.28, -0.69, -0.38, -0.77, -0.23, -0.24, -0.63, 0.24, 0.28, 0.33, 0.36, 0.39, 0.39, 0.20, 0.11, 0.35, 0.26, -0.71, -0.38, -0.62, 0.10, -0.36, -0.79, 0.25, 0.31, 0.32, 0.35, 0.37, -0.02, 0.33, 0.31, 0.34, 0.25

***

C16H46BCl2F4O14 | ωB97M-V/def2-TZVPD

```
83
C16H46BCl2F4O14 | the Open Molecules 2025 dataset | ωB97M-V/def2-TZVPD
B 22.078 5.582 16.851
F 23.006 4.644 16.480
F 20.930 5.098 17.387
F 22.741 6.394 17.792
F 21.791 6.350 15.732
C 22.487 1.811 18.172
C 22.869 0.310 18.565
O 23.651 0.248 19.720
O 23.726 2.399 17.818
H 22.020 2.163 19.091
H 21.833 1.868 17.302
H 23.437 -0.128 17.744
H 21.970 -0.306 18.550
H 24.424 0.817 19.693
H 23.469 3.179 17.320
C 17.535 5.828 20.119
C 17.943 5.602 18.635
O 18.857 6.598 18.056
O 18.371 5.298 21.077
H 16.643 5.247 20.354
H 17.339 6.889 20.274
H 16.998 5.582 18.092
H 18.339 4.596 18.498
H 19.624 6.192 17.645
H 19.150 5.854 21.141
C 18.852 5.124 13.773
C 19.508 3.892 14.357
O 19.251 3.778 15.763
O 17.458 4.987 13.923
H 19.041 5.409 12.738
H 19.221 5.947 14.384
H 20.584 4.064 14.307
H 19.376 2.956 13.815
H 19.918 4.246 16.271
H 17.353 4.401 14.676
C 19.821 9.977 18.611
C 20.862 9.373 17.679
O 20.261 8.838 16.598
O 19.363 8.951 19.540
H 18.931 10.406 18.151
H 20.285 10.686 19.297
H 21.397 8.512 18.080
H 21.503 10.154 17.271
H 20.753 8.047 16.366
H 19.259 8.161 19.004
C 25.412 4.069 14.313
C 24.313 3.408 13.430
O 24.805 2.196 12.909
O 25.133 5.442 14.589
H 26.447 4.050 13.971
H 25.488 3.457 15.212
H 24.191 4.064 12.567
H 23.291 3.310 13.795
H 25.054 1.578 13.599
H 24.217 5.494 14.870
C 26.231 7.086 17.434
C 25.968 5.611 17.841
O 27.021 5.199 18.760
O 26.020 7.786 18.624
H 25.585 7.335 16.592
H 27.257 7.305 17.137
H 26.164 4.839 17.096
H 25.014 5.400 18.324
H 27.280 6.043 19.136
H 26.142 8.734 18.532
C 22.294 8.155 12.141
C 21.538 7.059 11.472
O 21.869 5.813 11.981
O 21.965 8.344 13.475
H 22.200 9.110 11.624
H 23.368 7.973 12.170
H 21.829 7.095 10.422
H 20.491 7.268 11.251
H 21.483 5.074 11.505
H 21.851 7.528 13.968
Cl 25.119 7.206 22.246
C 23.862 6.681 21.082
C 23.448 5.251 21.279
Cl 22.347 5.004 22.646
H 24.296 6.817 20.092
H 23.001 7.307 21.319
H 24.301 4.576 21.347
H 22.832 4.976 20.423
```

Summary:
- 2S+1: 1
- DFT total energy: -3035.46239 Ha
- Net charge: -1
- LUMO level: 2.3 eV

Mulliken analysis output, partial charges in e: 0.34, 0.25, -0.53, -0.26, -0.18, 0.07, -0.72, -0.57, -0.51, 0.17, 0.23, 0.34, 0.38, 0.34, 0.18, -0.62, -0.30, -0.66, -0.52, 0.40, 0.27, 0.27, 0.22, 0.44, 0.30, 0.43, 0.03, -0.66, -0.62, 0.21, -0.16, -0.37, 0.39, 0.34, 0.37, -0.49, -0.02, -0.57, -0.54, 0.24, 0.33, 0.10, 0.31, 0.04, 0.46, -0.26, -0.11, -0.60, -0.52, 0.48, 0.08, 0.15, 0.13, 0.33, 0.11, -0.43, 0.98, -0.66, -0.49, 0.28, 0.38, -0.16, -0.45, 0.36, 0.26, -0.45, -0.55, -0.38, -0.48, 0.32, 0.26, 0.42, 0.34, 0.26, 0.24, -0.25, 0.18, 0.10, -0.22, -0.32, 0.37, 0.39, -0.24

***

- Which formula does entry 3 have?
  C16H45NO11P